1.
C22H38N2 in the gas phase, computed with ωB97M-V/def2-TZVPD.

Values from the calculation:
- Charge: 0
- LUMO: 0.76 eV
- HOMO level: -0.316 Eh
- E: -970.59024 hartree
- HOMO-LUMO gap: 9.356 eV
- ΔE to the lowest compared entry with this formula, charge and spin: 3.2 kcal per mole

Positions of all 62 atoms, in Å:
N 2.445 1.374 -0.838
N 0.561 3.850 -0.932
C 1.070 -1.858 0.600
C 3.530 -0.282 0.617
C -1.482 2.546 -0.488
C -3.267 -1.503 -0.429
C -2.406 0.541 0.685
C -2.728 -0.123 -0.658
C -4.927 -3.294 -0.086
C 2.646 2.699 -0.284
C 4.261 -0.920 -0.562
C -1.881 1.955 0.633
C 2.086 -1.453 -1.641
C 3.252 -1.335 1.688
C 3.129 -3.095 -0.075
C -5.710 -0.937 -0.477
C -0.870 3.911 -0.651
C 1.360 3.389 0.193
C 2.200 0.318 0.137
C -4.540 -1.866 -0.339
C 2.390 -2.448 1.095
C 1.352 -0.804 -0.469
C 3.406 -2.042 -1.147
C -1.888 2.612 1.985
H -3.441 0.495 -1.206
H -4.052 -3.932 -0.001
H 2.738 -0.877 2.538
H 3.109 3.318 -1.058
H 0.710 3.239 -1.731
H -2.505 -2.261 -0.290
H -1.321 3.537 2.003
H -6.335 -1.246 -1.315
H 4.070 -3.526 0.275
H 0.528 -1.408 1.437
H 3.935 -2.507 -1.987
H 1.677 1.404 -1.504
H -1.007 4.537 0.231
H -2.914 2.832 2.281
H -1.515 1.989 -1.416
H -1.672 -0.078 1.212
H -1.469 1.935 2.730
H 5.224 -1.315 -0.231
H 2.526 -3.904 -0.494
H 4.442 -0.157 -1.321
H 2.286 -0.709 -2.414
H 4.195 -1.749 2.052
H 1.462 -2.238 -2.076
H -5.405 0.092 -0.631
H 3.345 2.616 0.550
H 4.152 0.515 1.037
H 0.442 -2.649 0.182
H 1.661 0.712 1.019
H -3.315 0.537 1.295
H -5.551 -3.665 -0.899
H 2.186 -3.202 1.864
H 0.799 2.686 0.829
H -1.820 -0.203 -1.258
H 1.614 4.264 0.803
H 0.402 -0.380 -0.819
H -6.324 -0.983 0.423
H -5.505 -3.372 0.834
H -1.341 4.418 -1.501

These are the natural (NBO) partial charges, in e, on atoms 1 to 2: -0.641, -0.612

***

2.
C22H38N2O10 in the gas phase, computed with ωB97M-V/def2-TZVPD.

Values from the calculation:
- Charge: 0
- LUMO: 0.74 eV
- HOMO level: -0.334 Eh
- E: -1723.03123 hartree
- HOMO-LUMO gap: 9.828 eV
- ΔE to the lowest compared entry with this formula, charge and spin: 0.0 kcal per mole

Positions of all 72 atoms, in Å:
O -2.985 0.342 -0.505
O 3.066 1.714 -0.943
O 0.301 -3.481 -0.436
O 3.460 -2.388 1.970
O -1.316 -0.333 -3.183
O -0.169 2.742 -1.924
O 2.436 -0.706 3.035
O -0.644 3.138 0.819
O -0.193 -4.095 1.667
O 0.014 -1.308 1.391
N -1.428 0.339 1.885
N 1.763 0.540 -2.349
C -0.410 -0.694 -2.151
C 1.021 -0.649 -2.706
C 0.296 2.385 -3.202
C -0.459 -3.508 0.499
C 1.112 -4.647 1.806
C -1.142 -0.928 1.509
C -1.910 -3.058 0.416
C -2.282 -1.923 1.371
C -3.128 1.394 0.427
C 2.004 -1.604 4.048
C -2.665 -0.339 -2.799
C 3.120 -1.234 2.014
C 2.564 -0.535 -0.295
C 2.492 0.669 -1.212
C 0.620 3.703 -1.248
C 0.238 2.066 1.097
C -2.753 0.915 1.836
C -0.111 4.165 0.018
C -0.318 1.210 2.236
C 1.668 1.683 -3.234
C -3.048 0.797 -1.841
C 3.395 -0.203 0.952
H -3.486 0.195 2.203
H -0.978 4.777 -0.247
H -0.465 1.708 -3.597
H -2.468 2.224 0.151
H 3.013 -1.382 -0.815
H -3.223 -0.232 -3.732
H -2.088 -2.738 -0.611
H -4.071 1.140 -2.062
H -2.536 -3.928 0.626
H 1.778 -1.001 4.925
H -2.931 -1.297 -2.329
H -4.168 1.757 0.433
H 1.559 -0.833 0.009
H -0.629 -1.712 -1.812
H 1.557 -1.532 -2.360
H 1.597 3.283 -0.981
H -2.769 1.787 2.492
H -3.190 -1.454 1.005
H 4.457 -0.210 0.701
H -2.455 -2.323 2.375
H 3.125 0.784 1.324
H 0.596 4.776 0.602
H 0.782 4.581 -1.892
H 0.375 1.445 0.205
H 1.849 1.358 -4.263
H -2.359 1.640 -1.984
H 0.493 0.568 2.586
H 1.111 -2.132 3.706
H 1.292 -5.381 1.018
H 2.789 -2.329 4.270
H 1.871 -3.866 1.736
H 0.361 3.277 -3.846
H 1.216 2.460 1.403
H 0.949 -0.691 -3.796
H 2.457 2.378 -2.938
H -0.644 1.867 3.046
H 1.137 -5.121 2.783
H -0.513 -0.014 -1.299

These are the natural (NBO) partial charges, in e, on atoms 1 to 2: -0.566, -0.669

***

3.
4 unconnected molecules or ions with the total composition C22H38O13, computed with ωB97M-V/def2-TZVPD.

Values from the calculation:
- Charge: 0
- LUMO: -1.04 eV
- HOMO level: -0.377 Eh
- E: -1839.12798 hartree
- HOMO-LUMO gap: 9.208 eV

Positions of all 73 atoms, in Å:
O 0.018 1.517 2.596
O 8.399 -0.606 2.361
O -0.010 3.562 1.407
O 0.825 1.979 6.850
O -6.329 -2.632 -7.075
O -0.981 1.889 -3.601
O 7.110 -2.183 3.366
O 0.521 2.369 8.969
O -5.441 -0.669 -7.382
O -7.705 -0.859 -7.439
O 6.319 -0.793 1.751
O 1.205 -0.624 2.649
O 2.308 3.319 7.934
C -0.375 -1.360 -0.209
C 1.313 2.632 7.915
C -7.464 -3.504 -6.997
C -1.709 0.984 -4.469
C -1.083 1.890 -1.112
C -3.141 0.535 -3.907
C -0.497 1.173 -2.431
C -5.590 0.706 -7.729
C 7.261 -1.291 2.566
C -8.034 -3.789 -8.374
C 5.020 -1.389 1.865
C -6.604 -1.338 -7.303
C 0.443 0.221 2.087
C 9.457 -0.967 3.246
C 4.301 -0.910 3.112
C 0.993 2.922 10.195
C -0.467 1.298 0.233
C -0.119 2.321 1.400
C 0.879 -1.813 -1.107
C -0.151 -0.029 0.632
C 1.575 2.120 5.636
C 2.829 1.282 5.658
H -8.426 -2.881 -8.839
H 9.647 -2.042 3.219
H -0.615 -2.252 0.487
H 0.225 2.759 10.953
H 9.219 -0.644 4.261
H 4.455 -1.080 0.982
H 3.286 -1.306 3.145
H -2.236 1.942 -1.116
H 1.904 2.408 10.508
H -6.279 1.215 -7.051
H 0.746 -2.948 -1.295
H -1.285 -1.242 -0.886
H 4.260 0.181 3.136
H 3.343 1.337 4.697
H 0.836 -1.341 -2.161
H 3.523 1.613 6.436
H 1.794 3.174 5.442
H 5.094 -2.480 1.834
H -4.612 1.182 -7.646
H 1.894 -1.654 -0.612
H -8.845 -4.517 -8.313
H 0.648 1.269 -2.425
H -1.009 0.116 -4.729
H -7.111 -4.438 -6.553
H -5.932 0.794 -8.762
H 0.928 1.773 4.828
H 2.585 0.239 5.875
H -7.257 -4.175 -9.039
H 1.167 3.996 10.107
H -3.012 -0.260 -3.081
H -0.792 0.074 -2.533
H 10.359 -0.449 2.919
H 4.821 -1.227 4.019
H -1.899 1.564 -5.450
H -3.749 1.383 -3.435
H -0.740 2.993 -1.178
H -8.220 -3.092 -6.323
H -3.786 0.054 -4.716

These are the Löwdin partial charges, in e, on atoms 1 to 2: 0.056, 0.000